1.
ORCA calculation (wB97M-V/def2-TZVPD) on an isolated molecule of C7H10O.

```
18
C7H10O, DFT wB97M-V/def2-TZVPD
C 0.69 0.11 -2.24
C 0.90 -0.28 -0.99
C 1.73 -0.97 -0.03
O 2.61 -1.75 0.18
C 0.67 -0.11 0.49
C 0.84 1.16 1.27
C -0.79 -0.83 0.59
C -1.97 -0.01 0.11
H -0.11 0.78 -2.51
H 1.28 -0.29 -3.05
H 0.16 1.94 0.93
H 0.64 0.97 2.33
H 1.86 1.52 1.15
H -0.79 -1.82 0.14
H -0.86 -0.98 1.67
H -2.90 -0.48 0.43
H -1.96 1.00 0.53
H -1.98 0.06 -0.97
```

**M**: 110.16 g/mol
**Kohn-Sham gap**: 9.22 eV
**E**: -347.85463 a.u.
**Relative energy (zero: lowest compared OMol25 entry of this formula, charge and spin)**: 68.12 kcal/mol

2.
ORCA calculation (wB97M-V/def2-TZVPD) on an isolated molecule of C7H10O.

```
18
C7H10O, DFT wB97M-V/def2-TZVPD
C -1.22 1.14 -0.06
C -1.94 -0.03 0.03
C -1.43 -1.50 -0.02
C 0.01 -1.01 -0.04
O 1.27 -1.60 -0.03
C 2.06 -0.43 0.02
C 1.45 1.06 -0.03
C 0.21 1.63 -0.04
H -1.88 2.03 -0.03
H -3.02 0.13 -0.02
H -1.63 -2.05 0.90
H -1.91 -2.08 -0.81
H 0.11 -0.48 -0.95
H 0.02 -0.36 0.81
H 2.83 -0.52 -0.80
H 2.62 -0.43 0.95
H 2.23 1.76 -0.07
H 0.21 2.74 0.19
```

**M**: 110.16 g/mol
**Kohn-Sham gap**: 9.47 eV
**E**: -347.79563 a.u.
**Relative energy (zero: lowest compared OMol25 entry of this formula, charge and spin)**: 105.14 kcal/mol

3.
ORCA calculation (wB97M-V/def2-TZVPD) on a cluster of 2 separate species, C7H10O in total.

```
18
C7H10O, DFT wB97M-V/def2-TZVPD
C -2.83 1.03 0.95
C -1.43 0.53 0.61
C -1.05 -0.69 1.25
C 0.32 -1.07 1.29
C 1.22 -0.31 0.49
C 0.79 0.74 -0.29
C -0.53 1.18 -0.19
H -3.58 0.64 0.25
H -2.88 2.13 0.94
H -3.07 0.67 1.96
H -1.80 -1.33 1.74
H 0.68 -1.88 1.95
H 2.23 -0.71 0.33
H 1.57 1.22 -0.89
H -0.92 2.04 -0.75
O 3.70 -1.21 -3.56
H 4.15 -0.85 -2.76
H 3.44 -2.12 -3.31
```

**M**: 110.16 g/mol
**Kohn-Sham gap**: 9.74 eV
**E**: -347.95138 a.u.
**Relative energy (zero: lowest compared OMol25 entry of this formula, charge and spin)**: 7.41 kcal/mol

4.
ORCA calculation (wB97M-V/def2-TZVPD) on a cluster of 2 separate species, C7H10O in total.

```
18
C7H10O, DFT wB97M-V/def2-TZVPD
C -0.86 1.73 0.43
C 0.09 0.62 0.16
C 0.71 0.26 -0.96
C 1.62 -0.90 -0.68
C 1.40 -1.10 0.83
O 0.43 -0.14 1.25
H -0.97 2.35 -0.46
H -0.49 2.33 1.25
H -1.84 1.33 0.71
H 0.60 0.71 -1.92
H 2.66 -0.67 -0.92
H 1.34 -1.79 -1.26
H 1.03 -2.10 1.08
H 2.32 -0.92 1.40
C -2.89 -1.18 0.44
C -2.78 -0.83 -0.70
H -2.95 -1.49 1.44
H -2.71 -0.50 -1.70
```

**M**: 110.16 g/mol
**Kohn-Sham gap**: 9.18 eV
**E**: -347.85590 a.u.
**Relative energy (zero: lowest compared OMol25 entry of this formula, charge and spin)**: 67.32 kcal/mol